Entry 1:
Entry from the Open Molecules 2025 dataset: a molecular structure, C6H15BrMnNO2 (ωB97M-V with the def2-TZVPD basis set).

The geometry in XYZ format:
```
26
Properties=species:S:1:pos:R:3:lowdin_spin:R:1
Mn 0.06063 1.64919 -6.66497 3.96
Br 0.01470 1.07377 -4.18706 0.05
C 2.85341 2.23699 1.18271 0.00
O 1.74038 1.38337 1.06454 0.02
C 0.69022 1.95804 0.31602 0.00
C -0.37035 0.90297 0.02502 0.08
N 0.11745 -0.17520 -0.82608 0.69
C -0.86153 -1.21097 -1.13950 0.07
C -0.96881 -2.20334 0.00264 0.02
O -1.78028 -1.63948 1.01113 0.01
C -1.78439 -2.42648 2.18034 0.00
H 3.65773 1.63165 1.60717 0.00
H 2.68122 3.03536 1.91033 0.00
H 3.23362 2.60432 0.22531 0.00
H 1.15104 2.35998 -0.59325 0.00
H 0.18918 2.74155 0.89233 0.00
H -1.21081 1.36923 -0.50321 0.04
H -0.70832 0.53701 0.99529 0.01
H 0.43260 0.27413 -1.69662 0.02
H -0.53304 -1.73789 -2.03691 0.00
H -1.83786 -0.80014 -1.41339 0.03
H 0.01714 -2.46569 0.39978 0.00
H -1.41034 -3.14628 -0.33287 0.00
H -0.83840 -2.52825 2.73002 0.00
H -2.09493 -3.44480 1.92680 0.00
H -2.44027 -1.97904 2.92441 0.00
```

The calculation puts the orbital gap (alpha / beta) at 7.82 / 2.30 eV. Its total charge is +1. As for the LUMO energy (alpha / beta): -4.0 / -7.2 eV. The energy relative to the best compared isomer or geometry (same formula, charge and spin) comes out at 37.4 kcal per mole. As for the expectation value of S²: 8.76. The spin multiplicity is 6.


Entry 2:
Entry from the Open Molecules 2025 dataset: a molecular structure, C26H30BClN8O4S2Sn (ωB97M-V with the def2-TZVPD basis set).

The geometry in XYZ format:
```
73
Properties=species:S:1:pos:R:3:mulliken_charge:R:1
Sn 0.76128 0.17853 -0.14357 1.05
C 3.97593 0.59600 0.58152 -0.80
N 2.97080 -0.40627 0.97729 0.45
C 3.43715 -1.75918 0.60426 -0.83
C 3.28439 -2.03002 -0.86902 0.40
C 4.23769 -2.70346 -1.61183 -0.95
C 3.95974 -2.98833 -2.94175 -0.36
C 2.74864 -2.58810 -3.48331 -0.84
C 1.86167 -1.90241 -2.67186 -0.07
N 2.12402 -1.63243 -1.39371 0.05
C 2.73423 -0.35325 2.42743 -0.87
C 1.43545 -1.02030 2.78684 0.42
C 1.23882 -1.59403 4.03001 -1.01
C 0.00686 -2.15312 4.32493 -0.57
C -0.98793 -2.14234 3.35885 -0.71
C -0.72278 -1.55434 2.14080 -0.33
N 0.46706 -0.99659 1.86088 0.44
C 3.44239 1.98413 0.80640 0.48
C 4.20233 2.98464 1.37815 -0.83
C 3.63775 4.24559 1.52672 -0.44
C 2.33795 4.45603 1.10391 -0.90
C 1.63532 3.39478 0.55681 -0.34
N 2.17905 2.18175 0.40984 0.16
H 4.90952 0.45637 1.13674 0.39
H 4.19815 0.44148 -0.47750 0.40
H 4.47746 -1.89715 0.91661 0.35
H 2.83563 -2.48708 1.15380 0.44
H 5.17325 -3.00312 -1.15891 0.45
H 4.68432 -3.51556 -3.54778 0.44
H 2.49358 -2.79770 -4.51208 0.44
H 0.90646 -1.55463 -3.05110 0.39
H 3.55946 -0.81950 2.97604 0.43
H 2.69188 0.69223 2.74193 0.50
H 2.04365 -1.59975 4.75258 0.53
H -0.17305 -2.59560 5.29555 0.45
H -1.95767 -2.57975 3.54771 0.49
H -1.46175 -1.51109 1.35329 0.48
H 5.21488 2.78269 1.70070 0.45
H 4.20714 5.04775 1.97710 0.44
H 1.85954 5.41904 1.20813 0.43
H 0.60401 3.50055 0.25187 0.60
C -1.12525 3.31842 -3.83805 -0.70
N -2.55765 3.05029 -3.75181 0.22
C -3.55008 3.99167 -3.85372 -0.40
C -4.73317 3.34051 -3.69601 -0.52
N -4.46145 2.01098 -3.51607 -0.07
B -5.51994 0.85576 -3.50579 0.53
N -5.47395 0.02664 -2.13780 0.28
C -6.59649 -0.68175 -1.78960 -0.69
C -6.33111 -1.37294 -0.65501 -0.53
N -5.03772 -1.08738 -0.30161 0.13
C -4.41967 -1.57810 0.93618 -0.73
C -4.54338 -0.24731 -1.22829 -0.06
S -2.88309 0.44477 -1.13676 0.75
C -3.13870 1.85538 -3.56221 -0.04
S -2.37397 0.32940 -3.23728 -0.24
H -0.95347 4.34764 -3.53783 0.35
H -0.77370 3.16892 -4.85649 0.30
H -0.59997 2.64860 -3.16211 0.20
H -3.33006 5.02921 -4.03271 0.50
H -5.74291 3.70987 -3.71074 0.50
H -6.60313 1.35901 -3.56208 -0.14
H -5.27884 0.09263 -4.39732 -0.06
H -7.49067 -0.63099 -2.38485 0.50
H -6.94509 -2.02959 -0.06451 0.52
H -5.22821 -1.82375 1.61842 0.40
H -3.81090 -0.79121 1.37000 0.24
H -3.82913 -2.46587 0.72170 0.25
O -3.12356 1.36597 1.32224 -0.70
Cl -1.74901 1.59034 1.81233 1.25
O -0.93207 1.96003 0.57683 -0.51
O -1.73217 2.73783 2.69300 -0.67
O -2.06501 -0.64102 -0.53758 -0.53
```

The calculation puts the orbital gap at 8.33 eV. Its total charge is +2. As for the LUMO energy: -5.4 eV. The energy relative to the best compared isomer or geometry (same formula, charge and spin) comes out at 6.4 kcal per mole.


Entry 3:
Entry from the Open Molecules 2025 dataset: a molecular structure, C19H14N13Ru (ωB97M-V with the def2-TZVPD basis set).

The geometry in XYZ format:
```
47
Properties=species:S:1:pos:R:3:lowdin_spin:R:1
Ru 0.20272 -0.42573 -0.88135 2.27
C -4.29177 1.78715 1.35539 0.10
C -3.23130 1.99027 2.23366 0.00
C -2.10270 1.20070 2.15165 0.08
C -2.03123 0.19610 1.16781 0.06
C -3.08873 0.02173 0.25930 0.07
C -4.21761 0.80291 0.37035 0.00
N -0.88112 -0.55825 0.98640 0.42
C -0.08207 -0.93109 2.02036 0.02
C -0.49528 -0.99519 3.37098 0.10
C 0.39684 -1.39909 4.33677 -0.02
C 1.70905 -1.76047 4.00894 0.12
C 2.13171 -1.75382 2.69014 -0.01
C 1.23919 -1.35546 1.71346 0.08
N 1.55025 -1.31966 0.34349 -0.01
N 2.61827 -1.80876 -0.07644 0.09
C 2.70605 -1.73417 -1.48171 0.01
C 3.86236 -2.14463 -2.10690 0.02
C 3.90899 -2.09480 -3.49569 0.02
C 2.80428 -1.64790 -4.20025 0.02
C 1.67506 -1.24432 -3.50545 0.03
N 1.62951 -1.28691 -2.17119 0.07
H -5.17132 2.41294 1.42263 0.01
H -3.27705 2.78352 2.96691 0.00
H -1.24632 1.39921 2.78261 0.00
H -3.01432 -0.73577 -0.51068 0.00
H -5.03772 0.65962 -0.31942 0.00
H -1.51992 -0.76908 3.62683 0.00
H 0.07259 -1.45494 5.36691 0.00
H 2.39257 -2.06527 4.78884 0.01
H 3.13511 -2.04481 2.41513 0.00
H 4.69456 -2.48737 -1.50999 0.00
H 4.80216 -2.40692 -4.01902 0.00
H 2.80576 -1.60667 -5.27960 0.00
H 0.78340 -0.88907 -4.00518 0.00
N -0.72479 2.81208 -1.56805 0.04
C 0.33110 2.64436 -0.70747 0.03
N 0.91556 3.60404 -0.03826 0.01
N 1.86797 2.97071 0.69794 0.05
N 1.86093 1.71465 0.49007 0.00
N 0.88087 1.44935 -0.42790 0.13
C -1.37420 1.79630 -2.20363 0.03
N -2.39452 1.94495 -3.00826 0.01
N -2.72079 0.68155 -3.39242 0.06
N -1.95617 -0.18595 -2.86369 -0.01
N -1.05542 0.48344 -2.07439 0.08
H -1.06252 3.75053 -1.71964 0.00
```

The calculation puts the orbital gap (alpha / beta) at 6.39 / 5.04 eV. Its total charge is +1. As for the LUMO energy (alpha / beta): -5.2 / -6.6 eV. As for the expectation value of S²: 6.07. The spin multiplicity is 5.


Entry 4:
Entry from the Open Molecules 2025 dataset: 2 unconnected molecules or ions with the total composition C7H12F4O7S3 (ωB97M-V with the def2-TZVPD basis set).

The geometry in XYZ format:
```
33
Properties=species:S:1:pos:R:3:nbo_charge:R:1
O 3.12163 1.99955 0.80525 -0.78
S 3.04842 1.21689 -0.56336 2.12
O 3.30178 2.31031 -1.66096 -0.81
F 4.31020 0.05593 -0.58786 -0.43
C 1.33219 0.52359 -0.88804 -0.66
C 0.94000 0.42389 -2.49590 -0.46
C -0.67922 0.17860 -2.56843 -0.36
S -1.03009 -0.67138 -4.24248 -0.05
C -1.27445 -0.84603 -1.42588 0.04
C -2.03516 -0.03226 -0.17813 -0.14
O -3.14160 0.82178 -0.64150 -0.50
C -3.02175 2.20582 -0.15808 1.17
F -4.34762 2.86719 -0.45408 -0.33
F -2.84077 2.33124 1.31839 -0.32
F -2.01602 3.02489 -0.93298 -0.34
O -0.31945 -1.86403 -0.95555 -0.63
S 1.02381 -1.17731 -0.16176 2.11
O 2.27016 -2.13313 -0.30772 -0.81
O 0.69784 -1.07084 1.34751 -0.87
H 0.56787 1.28501 -0.41836 0.33
H 1.25649 1.40990 -3.08394 0.30
H 1.47844 -0.54363 -2.91864 0.26
H -1.19601 1.22872 -2.60121 0.27
H -2.41906 -0.94813 -4.25009 0.16
H -2.15580 -1.44791 -1.96051 0.25
H -2.53929 -0.89274 0.47762 0.24
H -1.24686 0.50252 0.50147 0.22
C 0.95561 -1.65928 5.11908 -0.24
O 1.84197 -2.55031 4.46749 -0.73
H 0.83627 -1.97353 6.15863 0.18
H 1.36872 -0.64795 5.09169 0.16
H -0.01640 -1.68101 4.62033 0.16
H 1.92814 -2.24634 3.54799 0.47
```

The calculation puts the orbital gap at 8.04 eV. Its total charge is 0. As for the LUMO energy: -1.9 eV. As for the structure (SMILES): O=S(=O)(F)[C@H]1C[C@@H](S)[C@H](COC(F)(F)F)OS1(=O)=O.CO.